1.
Computed, not measured: a molecular structure, C37H49GeN6SY, with ωB97M-V/def2-TZVPD.

Calculated values
2S+1 = 2
relative energy (zero: lowest compared OMol25 entry of this formula, charge and spin) = 61.17 kJ/mol
net charge = +3
Kohn-Sham gap (alpha / beta) = 7.11 / 4.76 eV

Last column: Löwdin spin population.
Atoms and positions in Å:
Y 0.09 -0.23 -0.36  0.033
Ge 2.23 1.43 -1.67  0.053
S -2.51 0.64 -1.56  0.000
N 2.09 -1.61 -0.09  0.002
N -5.10 0.95 -1.37  0.000
N -1.49 -2.19 0.02  0.002
N 0.40 -1.59 -2.34  0.001
N -0.15 -0.57 2.05  0.000
N -4.20 -0.51 0.20  0.000
C -1.55 -1.05 2.21  0.000
C -1.78 -2.34 1.46  0.000
C 3.07 6.93 -1.72  0.134
C 2.07 -2.82 -0.94  0.000
C 0.10 1.61 -3.67  0.002
C -0.36 2.64 2.79  0.000
C -1.29 -3.51 -2.14  0.000
C -6.35 0.78 -0.92  0.000
C 1.88 4.69 -2.85  0.121
C 0.29 2.72 1.56  0.001
C 0.25 1.10 -6.01  0.001
C 2.22 1.02 -4.62  0.003
C 3.67 3.18 0.06  0.080
C -1.73 2.87 2.86  0.000
C 3.26 5.67 -1.12  -0.002
C 1.47 1.40 -3.50  0.011
C -0.42 3.05 0.41  0.000
C 2.88 3.23 -1.11  0.155
C 4.01 0.54 -1.87  0.024
C 2.65 -1.89 1.26  0.000
C 2.29 7.07 -2.86  0.047
C -0.51 1.47 -4.91  0.000
C 2.66 4.51 -1.70  0.003
C 1.60 -2.47 -2.34  0.000
C -4.01 0.32 -0.83  0.000
C -2.44 3.19 1.71  0.000
C 0.82 -1.30 2.92  0.000
C 1.61 0.88 -5.86  0.000
C -0.82 -2.26 -2.87  0.000
C -1.31 -3.51 -0.61  0.000
C 4.26 4.30 0.61  0.060
C -1.79 3.29 0.49  0.000
C 1.70 5.95 -3.42  0.061
C 1.61 -2.41 2.24  0.000
C -5.43 -0.68 0.66  0.000
C 4.06 5.55 0.03  0.180
C -6.56 -0.05 0.14  0.000
H 1.43 3.83 -3.33  0.005
H 0.20 2.45 3.69  0.000
H -7.55 -0.22 0.55  0.000
H -1.58 1.65 -5.01  0.000
H -0.17 0.39 2.40  0.000
H -2.24 2.83 3.81  0.000
H -4.93 1.56 -2.16  0.000
H -0.50 1.95 -2.83  0.000
H -5.53 -1.37 1.50  0.000
H 2.76 -0.98 -0.54  0.002
H 4.66 1.12 -2.52  0.000
H 4.53 0.44 -0.91  0.000
H -2.34 3.59 -0.40  0.000
H 3.91 -0.45 -2.31  0.001
H -1.62 -1.51 -2.87  0.000
H 1.10 6.04 -4.32  0.001
H 1.42 -3.56 -0.47  0.000
H 3.28 0.84 -4.54  0.000
H -0.65 -2.52 -3.92  0.000
H -0.70 -4.38 -2.45  0.000
H 2.12 -2.98 3.02  0.000
H 2.16 8.04 -3.31  0.000
H -0.22 0.98 -6.98  0.000
H -1.15 -3.13 1.86  0.000
H -2.82 -2.67 1.61  0.000
H -2.32 -1.75 -0.38  0.000
H 0.28 -1.69 3.79  0.000
H 4.52 6.43 0.46  0.006
H 2.40 -1.94 -2.87  0.000
H 3.08 -0.96 1.64  0.000
H 3.55 7.80 -1.28  0.004
H 1.40 -3.38 -2.92  0.000
H 0.12 3.20 -0.52  -0.001
H 2.20 0.59 -6.72  0.000
H 0.95 -3.12 1.74  0.000
H 1.37 2.60 1.50  0.000
H 3.06 -3.27 -0.99  0.000
H 1.53 -0.56 3.30  0.000
H -0.40 -3.94 -0.20  0.000
H -2.11 -4.18 -0.28  0.000
H -7.13 1.33 -1.43  0.000
H 0.60 -0.84 -3.01  0.000
H -2.22 -0.27 1.84  0.000
H -2.29 -3.71 -2.51  0.000
H 3.84 2.22 0.53  0.000
H -1.77 -1.20 3.27  0.000
H 3.48 -2.60 1.16  0.000
H 4.89 4.21 1.49  0.000
H -3.50 3.41 1.78  0.000

---

2.
Computed, not measured: a molecular structure, C37H50BBr45F5IN2O4 at a distorted geometry, with ωB97M-V/def2-TZVPD.

Calculated values
2S+1 = 1
Kohn-Sham gap = 8.22 eV

Last column: Mulliken charge in e.
Atoms and positions in Å:
I 0.00 2.76 -0.15  0.119
Br -7.68 -5.39 4.03  -0.030
Br -0.16 -0.07 4.05  0.076
Br -8.44 -4.72 0.97  0.001
Br -13.39 -2.03 -1.74  -0.032
Br 9.69 6.53 3.20  0.006
Br 8.06 8.11 -6.96  -0.014
Br 5.33 9.76 -6.53  -0.038
Br 12.21 1.03 10.23  -0.014
Br -1.77 1.05 6.61  -0.049
Br -10.29 -2.69 -1.20  0.042
Br -0.75 2.38 10.93  -0.007
Br 9.11 1.69 9.69  -0.027
Br -5.45 -4.20 2.04  0.025
Br 7.71 -3.72 5.19  -0.074
Br -10.87 -1.92 2.84  0.045
Br 6.84 4.18 -7.75  0.022
Br 9.94 3.52 -7.21  -0.031
Br 12.51 -5.25 5.59  -0.014
Br 1.46 -7.44 -0.39  -0.029
Br 12.79 5.87 3.74  -0.047
Br 5.47 4.86 3.58  -0.015
Br 10.41 5.68 -0.92  -0.013
Br 1.41 0.56 6.79  -0.023
Br 6.37 7.75 -4.24  0.035
Br 7.65 1.60 -6.00  0.003
Br 5.04 -1.92 5.26  0.032
Br -1.56 4.95 9.17  -0.015
Br 10.50 3.95 4.96  0.021
Br -12.58 -4.61 0.02  -0.018
Br -10.37 -2.33 6.00  -0.027
Br -1.62 4.28 -7.21  -0.042
Br 2.93 -6.12 -2.94  -0.053
Br 7.76 -0.81 6.59  0.058
Br -11.56 -4.75 4.23  -0.045
Br 0.82 -4.39 -1.22  0.212
Br 7.58 3.13 1.86  0.019
Br 6.11 1.82 4.41  0.098
Br 1.54 4.29 9.71  -0.012
Br 1.46 3.38 -6.86  -0.022
Br 11.64 -2.64 7.28  0.041
Br 11.47 -5.56 8.63  -0.004
Br 7.23 6.16 -1.10  0.021
Br 9.92 -0.89 11.44  -0.008
Br 8.84 5.04 -3.66  0.038
Br -0.48 3.53 -4.29  0.105
F -3.00 1.27 -0.07  -0.525
F -3.98 -3.02 -6.73  -0.243
F 2.91 1.74 1.47  -0.282
F -5.90 -0.61 -6.46  -0.338
F -5.79 -4.27 -5.39  -0.229
O -1.07 -0.14 -0.81  0.435
O -6.52 -2.09 -0.33  -0.492
O -2.44 -2.14 -1.36  -0.214
O 3.57 0.14 -0.21  -0.523
N 1.32 -1.17 -3.98  -0.648
N -4.58 -0.92 -1.63  0.977
C 1.31 -6.16 -1.85  -0.424
C -2.70 -3.48 -0.87  0.305
C -5.98 -1.21 -3.79  0.345
C -5.17 -2.98 -5.80  0.292
C -0.24 3.56 9.47  0.143
C -2.20 0.02 -3.78  -0.419
C -5.65 -1.63 -5.38  0.125
C 11.01 5.13 3.50  -0.288
C 8.16 2.78 -7.46  -0.369
C -3.82 2.00 -2.70  0.209
C 6.99 -1.91 5.18  -0.398
C 0.95 0.56 -2.09  0.363
C -1.07 -1.87 2.47  -1.513
C -3.61 -1.32 0.81  1.816
C -11.46 -2.82 4.46  -0.332
C -3.36 -1.09 -0.80  -0.400
C -2.51 0.98 -2.49  1.082
C -12.07 -3.43 -1.44  -0.389
C -0.26 -0.02 5.99  -0.329
C -7.65 1.07 -1.89  -0.828
C 6.29 8.12 -6.15  -0.269
C -0.06 4.27 -6.04  -0.403
C -4.09 2.33 -4.32  -0.554
C -4.81 -1.85 -2.77  -0.702
C 1.35 -1.01 -2.45  0.375
C 2.54 0.61 0.55  0.064
C -7.05 -5.30 2.20  -0.378
C -2.41 0.29 -1.02  -0.087
C -6.79 0.52 -0.61  -0.155
C 1.05 -0.06 0.46  1.454
C 10.43 0.29 9.98  0.104
C 8.74 5.10 -1.72  -0.287
C 5.97 3.09 2.95  0.009
C -2.27 -4.67 -1.96  -1.020
C 0.05 0.67 -0.68  -1.726
C 11.34 -4.54 6.98  -0.069
C -2.24 -1.51 1.74  -0.033
B -5.90 -0.85 -0.92  0.303
H -0.44 -1.05 6.33  0.351
H 5.73 7.30 -6.61  0.264
H -3.55 3.06 -2.23  0.360
H 1.09 -1.23 0.32  0.184
H 0.52 0.20 1.50  -0.586
H -8.38 0.26 -2.32  0.207
H 10.31 -4.65 6.62  0.037
H -6.03 1.32 -0.18  0.143
H 7.27 -1.46 4.23  0.410
H 11.04 4.52 2.59  0.295
H -4.16 -0.44 1.37  0.544
H 1.80 -0.37 -4.45  0.219
H -4.70 3.35 -4.32  0.356
H -12.47 -2.47 4.67  0.352
H -5.94 -0.02 -3.80  -0.334
H 10.46 -0.32 9.07  -0.089
H 0.54 -1.79 -2.06  -0.655
H -8.34 1.95 -1.49  0.356
H 1.93 -2.00 -4.19  0.293
H -7.56 0.30 0.27  0.381
H -1.62 1.78 -2.54  -0.558
H -3.15 -0.29 -4.40  0.198
H -4.26 -2.29 1.07  -1.353
H -1.57 -0.95 -3.51  -0.289
H -2.12 -3.78 0.13  0.231
H -4.72 1.50 -4.86  0.170
H -7.05 -1.63 -3.58  0.481
H -3.92 -2.10 -3.47  0.211
H -6.92 -1.87 0.56  0.200
H -1.53 -4.27 -2.78  0.265
H -6.97 1.58 -2.73  0.129
H -1.51 0.62 -4.55  0.320
H 8.19 2.17 -8.37  0.366
H -5.27 -2.91 -2.46  0.293
H -3.07 2.53 -4.90  -0.121
H 2.43 -1.31 -2.10  0.341
H 8.56 4.07 -1.38  0.279
H 0.23 5.32 -5.89  0.419
H 0.50 -6.51 -2.50  0.358
H -3.87 -3.63 -0.73  -0.212
H -4.79 1.65 -2.15  -0.505
H -12.04 -4.04 -2.35  0.375
H -0.24 -1.84 3.32  0.429
H 0.32 0.94 -3.03  -0.089
H 5.15 2.74 2.30  -0.058
H -6.76 -6.31 1.90  0.396
H -0.21 2.95 8.56  -0.119
H -3.25 -5.15 -2.39  0.271
H 1.89 1.29 -2.07  0.439
H -1.72 -5.54 -1.35  0.203

---

3.
Computed, not measured: a molecular structure, C37H50N5O2PSi2Sr at a distorted geometry, with ωB97M-V/def2-TZVPD.

Calculated values
2S+1 = 1
relative energy (zero: lowest compared OMol25 entry of this formula, charge and spin) = 171.86 kJ/mol
Kohn-Sham gap = 4.41 eV

Last column: natural (NBO) charge in e.
Atoms and positions in Å:
Sr -0.03 -1.88 0.96  1.845
P -0.03 1.08 -2.39  0.861
Si -2.62 -4.46 0.28  1.798
Si 0.39 -0.81 4.35  1.770
O -0.81 -2.57 -3.17  -0.578
O 1.09 1.55 -0.01  -0.752
N -1.92 -3.56 1.57  -1.356
N -0.53 -1.86 3.36  -1.356
N -1.64 -1.99 -2.21  -0.162
N 1.21 3.45 1.22  -0.449
N 3.11 2.18 0.78  -0.457
C 3.74 0.97 0.32  -0.408
C 1.92 4.40 2.04  -0.200
C -1.71 -3.93 2.84  0.228
C -0.53 5.15 -3.05  -0.199
C -2.50 0.02 -6.17  -0.201
C -1.98 -0.24 -3.85  -0.028
C -2.02 -5.54 4.66  -0.248
C -1.62 5.42 -2.23  -0.219
C 0.77 0.77 3.36  -1.123
C 2.13 0.16 -3.87  -0.210
C -3.64 -6.09 0.47  -1.121
C -2.17 -5.16 3.35  -0.306
C -0.98 -3.07 3.75  0.081
C 1.67 1.20 -3.06  -0.336
C 2.55 2.19 -2.66  -0.242
C -0.52 -0.20 5.93  -1.115
C -0.64 1.20 -5.21  -0.196
C 3.87 2.17 -3.09  -0.157
C -2.19 -0.90 -2.55  0.039
C 1.76 2.34 0.64  0.825
C 3.44 0.14 -4.29  -0.211
C -0.03 3.86 -3.15  -0.243
C -1.22 -5.02 -0.91  -1.113
C -2.77 -0.56 -4.95  -0.205
C -2.24 4.39 -1.55  -0.205
C -0.92 0.65 -3.97  -0.329
C 2.11 -1.45 4.92  -1.119
C -1.74 3.10 -1.65  -0.243
C -0.61 2.83 -2.42  -0.224
C 3.89 2.96 1.72  -0.205
C -0.75 -3.56 5.05  -0.283
C -3.85 -3.25 -0.55  -1.102
C -1.43 0.90 -6.30  -0.205
C -0.22 3.61 1.22  -0.408
C 3.41 4.40 1.72  -0.413
C 4.32 1.14 -3.91  -0.234
C -1.29 -4.73 5.52  -0.254
H 4.55 2.95 -2.78  0.203
H -3.03 -6.92 0.82  0.228
H -2.45 -6.46 5.01  0.196
H -0.17 -2.94 5.71  0.182
H -3.10 4.59 -0.93  0.216
H 0.20 1.87 -5.32  0.217
H 3.80 2.54 2.74  0.189
H -1.51 0.18 5.68  0.233
H -3.91 -3.42 -1.62  0.216
H 3.94 0.29 1.16  0.185
H -0.62 -3.45 -2.80  0.491
H 1.44 -0.63 -4.16  0.228
H 3.79 -0.67 -4.92  0.216
H -0.51 4.48 0.63  0.202
H 3.57 4.84 0.73  0.211
H 2.01 -2.18 5.73  0.238
H 3.95 4.99 2.46  0.224
H 4.94 2.91 1.42  0.208
H 0.81 3.68 -3.79  0.219
H 2.73 -0.64 5.30  0.222
H 0.04 0.58 6.43  0.219
H -0.13 1.32 3.12  0.230
H 3.08 0.48 -0.39  0.236
H -1.99 6.43 -2.13  0.216
H -1.60 -5.22 -1.91  0.221
H -0.42 -4.28 -0.97  0.162
H -4.46 -5.97 1.17  0.236
H 2.21 2.97 -2.00  0.221
H 2.65 -1.94 4.12  0.214
H -0.77 -5.95 -0.56  0.240
H -2.21 2.29 -1.11  0.212
H -0.66 -1.01 6.65  0.236
H -4.85 -3.38 -0.15  0.230
H 5.34 1.12 -4.24  0.214
H 1.77 4.15 3.11  0.190
H 1.29 0.57 2.44  0.191
H 1.49 5.39 1.86  0.207
H -1.21 1.34 -7.26  0.215
H -3.58 -1.27 -4.84  0.218
H -4.07 -6.38 -0.48  0.228
H -0.67 2.72 0.79  0.240
H -3.55 -2.23 -0.39  0.212
H -0.07 5.95 -3.60  0.213
H -3.13 -0.20 -7.02  0.217
H -2.73 -5.79 2.68  0.191
H -0.58 3.75 2.24  0.195
H -1.13 -5.01 6.55  0.194
H -2.87 -0.47 -1.83  0.212
H 4.69 1.21 -0.17  0.205
H 1.40 1.42 3.96  0.230

---

4.
Computed, not measured: a molecular structure, C37H51BrN2P2SSn at a distorted geometry, with ωB97M-V/def2-TZVPD.

Calculated values
2S+1 = 1
relative energy (zero: lowest compared OMol25 entry of this formula, charge and spin) = 40.82 kJ/mol
net charge = +2
Kohn-Sham gap = 5.04 eV

Last column: Mulliken charge in e.
Atoms and positions in Å:
Sn -0.56 0.03 0.18  0.929
Br -0.63 -3.30 0.66  0.052
S -1.57 1.33 3.37  0.017
P -3.30 -2.07 -3.39  -0.229
P 0.40 2.23 -1.43  0.620
N 9.79 -1.94 2.57  -0.551
N -0.36 0.98 2.27  -0.082
C -2.31 -0.27 3.92  0.166
C -3.25 -4.86 -2.83  -1.394
C -3.24 -2.87 4.45  -0.675
C -1.54 -1.38 3.63  0.544
C 2.97 -1.78 -0.54  -0.996
C -1.78 -1.66 -4.38  0.915
C -4.11 4.33 2.28  -0.703
C 5.71 -1.00 1.88  -0.136
C 2.85 -0.94 1.72  -0.841
C -5.17 2.23 1.58  -0.821
C 3.63 -1.21 0.58  1.184
C 1.66 -2.17 -0.50  -0.239
C -4.06 1.51 2.04  -0.011
C -3.52 -0.57 -2.39  0.810
C -3.00 2.17 2.69  0.477
C -2.95 -3.47 -2.26  0.455
C 9.43 -1.42 1.40  -0.326
C 7.12 -1.24 2.13  0.593
C 5.07 -1.10 0.68  -0.607
C 0.31 1.84 -3.26  -0.079
C 8.10 -1.10 1.12  -0.390
C 1.53 -1.34 1.80  -1.027
C -3.53 -0.47 4.60  -0.277
C 2.09 3.00 -1.28  -0.829
C -0.14 5.08 -1.35  -1.262
C 0.90 -2.05 0.70  -0.584
C 2.48 3.44 0.16  -1.089
C -5.03 -0.33 -2.39  -1.435
C 8.89 -2.14 3.54  -0.278
C -5.18 3.62 1.68  -0.441
C 1.58 1.20 -3.83  -1.357
C -3.99 -1.76 4.87  -0.595
C -3.03 3.59 2.84  -0.496
C 7.55 -1.74 3.38  -0.489
C -1.99 -2.67 3.85  -0.544
C -2.23 -1.57 -5.85  -1.251
C -0.76 3.68 -1.38  -0.436
H -2.92 -2.38 -6.15  0.352
H 3.27 -0.44 2.57  0.445
H 0.32 5.30 -0.37  0.277
H -1.06 -2.49 -4.20  0.424
H -2.20 4.10 3.37  0.380
H 1.39 0.79 -4.84  0.411
H -4.28 -4.99 -3.18  0.364
H -5.52 -0.94 -1.64  0.370
H -1.45 3.61 -2.22  0.505
H 9.24 -2.59 4.50  0.337
H 2.13 3.89 -1.94  0.492
H 3.25 4.22 0.11  0.334
H 1.59 3.81 0.71  0.253
H 6.86 -1.89 4.21  0.348
H -3.12 -0.93 -1.43  -0.522
H -0.57 1.20 -3.42  -0.314
H 7.74 -0.76 0.16  0.335
H -1.37 -3.52 3.55  0.589
H -1.37 -1.59 -6.53  0.400
H 5.15 -0.89 2.79  0.213
H -3.10 -5.63 -2.06  0.384
H -5.28 0.71 -2.17  0.377
H -1.43 -0.69 -3.98  -0.927
H 0.61 1.18 2.58  0.156
H 1.12 -2.58 -1.32  0.596
H 0.97 -1.03 2.65  1.085
H -4.13 0.38 4.92  0.477
H -3.58 -3.29 -1.39  0.443
H 2.89 2.56 0.71  0.206
H 1.99 0.38 -3.21  0.222
H -0.90 5.86 -1.52  0.401
H -2.58 -5.16 -3.64  0.330
H -0.60 -1.20 3.16  -0.014
H 0.62 5.24 -2.13  0.312
H -5.56 -0.56 -3.32  0.385
H -3.99 0.45 1.87  0.546
H 5.72 -1.15 -0.21  0.238
H -2.94 0.29 -2.78  -0.004
H -6.04 4.18 1.37  0.457
H -1.36 3.54 -0.47  0.107
H -4.90 -1.93 5.43  0.438
H -6.03 1.69 1.18  0.437
H 0.11 2.80 -3.77  0.497
H 10.17 -1.20 0.63  0.357
H 2.83 2.29 -1.65  0.574
H -3.61 -3.89 4.61  0.422
H -2.76 -0.61 -6.04  0.333
H -4.11 5.42 2.38  0.460
H 3.53 -1.94 -1.46  0.486
H -1.91 -3.37 -1.99  -0.468
H 2.39 1.94 -3.94  0.395

---

2S+1 of number 4 (C37H51BrN2P2SSn)?
1

---

Look up the 2S+1 of the second one.
1